1.
The following is a DFT calculation (wB97M-V/def2-TZVPD) of a cluster of 5 separate species, C35H81I3N5 in total.

The geometry in XYZ format:
```
124
Properties=species:S:1:pos:R:3:forces:R:3
C 6.91546 -1.02554 5.82797 0.1 0.0 0.0
C 7.00992 -0.22861 4.51689 -0.1 0.0 0.1
C 5.61912 -0.05505 3.89778 -0.1 -0.1 0.0
I 5.81847 0.62051 1.86874 0.0 0.0 0.0
C 4.68404 0.74279 4.81465 0.0 0.0 0.1
N 4.89941 2.24816 4.69752 0.0 0.0 0.1
C 4.02970 3.04458 3.73091 0.0 0.0 0.0
C 2.58243 2.58218 3.71814 0.0 0.0 0.0
C 2.43887 1.06369 3.64779 0.1 -0.1 0.0
C 3.17077 0.46478 4.84836 0.0 -0.1 0.1
C 2.93544 -1.02545 5.24330 0.1 0.0 -0.1
I 2.31544 -1.11869 7.32317 0.0 0.0 0.0
C 1.98471 -1.93048 4.46515 -0.1 0.1 0.2
C 0.50148 -1.53647 4.44305 0.0 0.0 0.0
I 2.76121 -2.30514 2.48249 0.1 0.0 -0.1
H 6.00465 -1.62966 5.84940 0.1 -0.1 0.0
H 6.90588 -0.39373 6.71777 0.0 0.0 0.0
H 7.75502 -1.71050 5.93600 0.0 0.0 0.0
H 7.49332 0.74063 4.68950 0.0 0.0 -0.1
H 7.63898 -0.74209 3.79160 0.0 0.0 0.0
H 5.17141 -1.04228 3.78834 0.0 0.0 -0.1
H 5.03830 0.50409 5.82344 0.0 0.1 0.0
H 4.76759 2.64747 5.62733 0.0 0.0 0.0
H 5.87925 2.40735 4.44839 0.0 0.0 0.0
H 4.49185 2.94883 2.75503 0.0 -0.1 0.0
H 4.11917 4.08144 4.05445 0.0 0.0 0.0
H 2.11078 3.04835 2.85104 0.0 0.0 0.0
H 2.05877 2.95881 4.60249 0.0 0.0 0.0
H 1.38210 0.81848 3.68810 0.0 0.0 0.0
H 2.81998 0.67448 2.70439 0.0 0.0 0.0
H 2.83065 1.05311 5.70834 -0.1 0.0 -0.1
H 3.89219 -1.53826 5.31525 -0.1 0.0 -0.1
H 2.09497 -2.91814 4.90490 0.0 0.0 0.0
H -0.07900 -2.26220 5.01210 0.0 0.0 0.0
H 0.33541 -0.56289 4.90482 0.0 0.0 0.0
H 0.09477 -1.50551 3.43389 0.0 0.0 0.0
C -4.14970 0.52128 -1.19051 0.0 0.0 0.0
C -3.25531 1.10424 -0.10921 0.0 0.0 0.0
N -2.70603 0.09530 0.78348 0.0 0.0 -0.1
C -2.11618 0.64514 1.98462 0.0 0.0 0.0
C -0.87501 1.53595 1.82660 0.0 0.0 0.1
C -1.97983 -0.99012 0.14202 0.0 0.0 0.0
C -0.78075 -0.62256 -0.74078 0.0 0.0 0.0
H -4.93969 -0.08982 -0.75270 0.0 0.0 0.0
H -4.61345 1.33154 -1.75298 0.0 0.0 0.0
H -3.59353 -0.09175 -1.90087 0.0 0.0 0.0
H -3.84473 1.78570 0.51081 0.0 0.0 0.0
H -2.47830 1.72244 -0.58778 0.0 0.0 0.0
H -1.87947 -0.18937 2.65216 0.0 0.0 0.0
H -2.89219 1.22917 2.48816 0.0 0.0 0.0
H 0.01299 0.95842 1.56400 0.0 0.0 0.0
H -0.68237 2.05904 2.76822 0.0 0.0 0.0
H -1.02369 2.29423 1.05667 0.0 0.0 0.0
H -2.69259 -1.55375 -0.46266 0.0 0.0 0.0
H -1.65726 -1.67515 0.93174 0.0 0.0 0.0
H -1.01073 0.21162 -1.40546 0.0 0.0 0.0
H -0.51273 -1.47397 -1.36868 0.0 0.0 0.0
H 0.10098 -0.35513 -0.15690 0.0 0.0 0.0
C -3.65324 4.14312 -2.92148 0.0 0.0 0.0
C -4.52401 3.49924 -3.98960 0.0 0.0 0.0
N -5.69024 4.29393 -4.32775 0.0 0.0 0.0
C -6.68339 3.56407 -5.09990 0.0 0.0 0.0
C -6.29076 3.09196 -6.50321 0.0 0.0 0.0
C -5.42143 5.65927 -4.75692 0.0 0.0 0.0
C -4.48274 5.85927 -5.95283 0.0 0.0 0.0
H -4.24375 4.38856 -2.03700 0.0 0.0 0.0
H -2.85965 3.45235 -2.62910 0.0 0.0 0.0
H -3.17517 5.05549 -3.27987 0.0 0.0 0.0
H -4.89772 2.54239 -3.61431 0.0 0.0 0.0
H -3.89336 3.25681 -4.86034 0.0 0.0 0.0
H -7.57605 4.19133 -5.16671 0.0 0.0 0.0
H -6.96761 2.68988 -4.50600 0.0 0.0 0.0
H -6.24592 3.91438 -7.21641 0.0 0.0 0.0
H -7.02971 2.37886 -6.87316 0.0 0.0 0.0
H -5.32180 2.58945 -6.50297 0.0 0.0 0.0
H -5.01267 6.20489 -3.90317 0.0 0.0 0.0
H -6.38843 6.12171 -4.96836 0.0 0.0 0.0
H -3.58283 5.24799 -5.86273 0.0 0.0 0.0
H -4.16556 6.90245 -6.00163 0.0 0.0 0.0
H -4.95753 5.61414 -6.90136 0.0 0.0 0.0
C -3.56662 1.77799 -9.34699 0.0 0.0 0.0
C -3.99144 0.82414 -10.45293 0.0 0.0 0.0
N -4.63091 -0.37955 -9.94934 0.0 0.0 0.0
C -4.77735 -1.42380 -10.95038 0.0 0.0 0.0
C -5.69912 -1.15115 -12.14378 0.0 0.0 0.0
C -5.77609 -0.16544 -9.07751 0.0 0.0 0.0
C -6.93957 0.67547 -9.61637 0.0 0.0 0.0
H -2.94753 1.26082 -8.61185 0.0 0.0 0.0
H -2.98923 2.60108 -9.76998 0.0 0.0 0.0
H -4.42293 2.21280 -8.82929 0.0 0.0 0.0
H -3.10449 0.50014 -11.00482 0.0 0.0 0.0
H -4.61444 1.37598 -11.17476 0.0 0.0 0.0
H -5.11586 -2.32663 -10.43465 0.0 0.0 0.0
H -3.77458 -1.64443 -11.32863 0.0 0.0 0.0
H -6.75146 -1.17229 -11.86321 0.0 0.0 0.0
H -5.54676 -1.91580 -12.90751 0.0 0.0 0.0
H -5.48972 -0.18350 -12.60189 0.0 0.0 0.0
H -5.41348 0.30648 -8.16045 0.0 0.0 0.0
H -6.14174 -1.15116 -8.77913 0.0 0.0 0.0
H -6.58225 1.58085 -10.10992 0.0 0.0 0.0
H -7.57562 0.98784 -8.78598 0.0 0.0 0.0
H -7.56531 0.13229 -10.32259 0.0 0.0 0.0
C 4.73765 -4.42049 5.60167 0.0 0.0 0.0
C 5.41690 -4.18743 6.94482 0.0 0.1 0.0
N 5.34407 -5.33296 7.82488 0.0 0.0 -0.1
C 5.69885 -5.03030 9.20297 0.0 0.0 0.0
C 7.13778 -4.59211 9.49415 0.0 0.0 0.0
C 5.86657 -6.58136 7.28318 0.0 0.0 0.0
C 7.31783 -6.59007 6.79086 0.0 0.0 0.0
H 3.70928 -4.75726 5.74562 0.0 0.0 0.0
H 4.72087 -3.49242 5.01992 0.0 -0.1 0.0
H 5.25817 -5.16325 4.99722 0.0 0.0 0.0
H 4.90496 -3.36404 7.45763 0.0 0.0 0.0
H 6.44868 -3.84015 6.76306 0.0 0.0 0.0
H 5.46316 -5.91268 9.80245 0.0 0.0 0.0
H 5.01890 -4.24155 9.54037 0.0 0.0 0.0
H 7.84304 -5.41824 9.41882 0.0 0.0 0.0
H 7.20211 -4.19701 10.50926 0.0 0.0 0.0
H 7.46641 -3.80434 8.81329 0.0 0.0 0.0
H 5.21895 -6.88732 6.45836 0.0 0.0 0.0
H 5.73621 -7.34047 8.05720 0.0 0.0 0.0
H 7.53474 -5.72344 6.16276 0.0 0.0 0.0
H 7.49588 -7.48117 6.18713 0.0 0.0 0.0
H 8.03609 -6.59718 7.60876 0.0 0.0 0.0
```
Forces are in eV/Å.

Properties
Max |F| ... 0.0038 hartree/bohr
Spin multiplicity ... 1
HOMO ... -8.9573 eV
Net charge ... +1

***

2.
The following is a DFT calculation (wB97M-V/def2-TZVPD) of a structure of composition C35H82F3N5O5S in a non-equilibrium geometry.

The geometry in XYZ format:
```
131
Properties=species:S:1:pos:R:3:forces:R:3
C 0.00934 -14.38752 -0.79337 1.3 2.4 -2.7
F 0.80574 -15.37968 -0.36201 7.2 2.1 -7.3
F -0.88197 -14.29988 0.17053 -2.4 10.3 -6.3
F 0.74300 -13.22539 -0.93992 -1.5 -1.6 1.1
S -0.75434 -14.88600 -2.53084 2.8 -3.5 2.2
O 0.38487 -15.26749 -3.44852 -3.1 3.1 3.9
O -1.65896 -15.99239 -2.33189 1.7 4.1 3.8
O -1.43268 -13.66470 -2.94501 3.8 -13.0 14.5
C 0.30456 -11.49283 -5.29825 -2.6 -1.4 0.7
N -0.77023 -12.58981 -5.49761 0.1 -1.3 -1.8
C -1.80584 -12.73894 -4.29625 2.0 9.0 -15.2
C -1.52318 -12.29725 -6.76533 -0.2 -0.6 0.3
C -0.06867 -14.03320 -5.56629 -1.5 4.2 -1.3
C 0.83969 -14.12154 -6.83377 -1.9 -2.2 -1.6
O 0.21934 -14.83252 -7.85747 -1.4 1.0 -1.8
H 1.00418 -11.35038 -6.12187 -0.4 -0.4 -0.2
H 0.83521 -11.74987 -4.38148 -1.3 0.0 -1.1
H -0.22232 -10.55836 -5.10519 -0.1 0.0 -0.2
H -2.40978 -13.61045 -4.54888 0.4 1.1 -1.3
H -2.38443 -11.81526 -4.30818 1.5 1.4 -3.3
H -1.21970 -12.81927 -3.38077 2.8 8.7 -3.7
H -1.89487 -11.27703 -6.66986 0.0 -0.1 -0.3
H -2.33476 -13.02232 -6.82622 -0.2 0.2 0.0
H -0.91963 -12.46191 -7.65793 0.2 0.3 0.1
H -0.77472 -14.86354 -5.55411 -0.5 0.3 -0.3
H 0.41824 -14.01667 -4.59122 -0.9 0.6 -1.3
H 1.68174 -14.78209 -6.62705 -2.0 0.6 -1.9
H 1.25517 -13.18156 -7.19698 -0.7 0.0 -0.3
H -0.12989 -15.69250 -7.61238 0.2 0.0 0.2
C 2.41914 -14.18310 -5.39965 3.2 -0.3 4.3
N 3.09657 -14.40251 -4.04229 0.8 -0.6 -0.9
C 2.98025 -15.93427 -3.73942 1.5 5.5 -4.8
C 4.58461 -14.06150 -4.17337 -1.3 1.1 0.5
C 2.39660 -13.64710 -2.90018 1.8 0.9 0.8
C 2.66536 -12.12865 -2.76721 0.8 0.0 -0.8
O 2.22305 -11.39591 -3.92137 3.0 -0.1 1.9
H 2.36078 -13.10249 -5.52998 -0.1 -0.2 -0.1
H 1.43770 -14.61741 -5.20922 3.3 -0.3 1.0
H 3.00234 -14.61676 -6.21199 1.1 -0.1 1.0
H 3.58447 -16.07307 -2.84290 2.5 3.3 -2.3
H 3.32719 -16.49762 -4.60566 0.5 0.2 0.0
H 1.92864 -16.14238 -3.54222 1.4 1.0 -2.0
H 5.08785 -14.08361 -3.20675 -0.1 -0.2 0.0
H 4.50480 -13.02434 -4.49900 0.8 0.0 -0.2
H 5.08469 -14.70157 -4.90023 -0.3 0.0 0.0
H 2.94554 -14.05781 -2.05279 -0.2 0.1 0.3
H 1.35003 -13.88369 -2.70826 1.4 0.3 -1.3
H 3.73755 -11.97717 -2.64243 0.1 0.0 0.0
H 2.21149 -11.66373 -1.89202 -0.2 -0.6 0.2
H 2.56600 -10.50955 -3.78595 0.1 0.6 -0.3
C -3.90036 -16.65975 -5.14042 -0.4 0.6 0.9
C -4.21025 -15.29073 -4.55189 -0.5 0.5 0.2
C -3.36113 -15.07435 -3.30744 -3.8 0.7 -0.7
N -3.89075 -13.94708 -2.31514 0.0 1.1 -1.5
C -3.72112 -12.58000 -3.02377 -3.2 -0.8 2.7
C -3.09611 -13.93672 -0.98817 -1.2 -0.6 -0.5
C -3.99907 -13.31741 0.02751 -1.1 0.8 0.6
C -5.46668 -13.45678 -0.48977 0.3 0.2 -0.1
C -5.40606 -14.10486 -1.90044 1.4 -0.8 1.1
H -4.42475 -16.85920 -6.07494 0.4 0.0 0.0
H -4.21544 -17.37297 -4.37875 -0.3 -0.3 -0.3
H -2.81369 -16.74457 -5.14889 -0.4 0.2 -1.2
H -5.26736 -15.19942 -4.30236 -0.1 0.1 -0.4
H -3.89143 -14.54122 -5.27625 -0.7 0.3 -0.2
H -2.40515 -14.70092 -3.67455 -2.5 -1.8 0.0
H -3.28563 -15.97635 -2.70014 -1.3 0.7 -0.7
H -3.76618 -11.80324 -2.26042 0.0 0.0 0.2
H -4.59758 -12.43548 -3.65547 0.1 -0.1 -0.2
H -2.82024 -12.45085 -3.62364 -4.6 -0.4 4.1
H -2.15142 -13.39556 -1.04108 -1.2 0.0 -0.4
H -2.91105 -15.00090 -0.84186 -0.1 0.3 0.5
H -3.76236 -12.26640 0.19321 0.0 0.2 -0.5
H -3.91414 -13.68061 1.05170 0.2 -0.7 -0.2
H -5.92907 -12.47006 -0.51600 0.0 -0.1 -0.2
H -6.03994 -14.03291 0.23655 -0.1 -0.2 -0.4
H -6.12853 -13.75009 -2.63548 0.6 0.4 -0.1
H -5.53703 -15.18578 -1.84968 -0.1 -0.1 0.2
C 3.18474 -16.45095 -0.75430 0.8 0.3 0.6
C 2.31419 -16.80348 -1.87215 -2.6 -3.8 1.4
C 1.46575 -18.05087 -1.71033 -0.5 -0.7 0.1
N 0.60509 -18.47585 -2.90286 -1.4 -0.2 -1.8
C 1.50469 -18.78801 -4.12817 -1.1 -0.1 1.6
C -0.55651 -17.49122 -3.34874 1.4 -4.5 -0.2
C -1.56988 -18.29884 -4.14312 1.7 0.0 -0.3
C -1.51267 -19.68970 -3.53676 -1.1 0.0 0.6
C -0.34729 -19.69140 -2.55561 2.1 0.4 -0.1
H 2.73581 -16.61099 0.22598 0.6 0.7 -3.4
H 3.43527 -15.39061 -0.78606 0.4 0.0 0.0
H 4.09505 -17.04766 -0.81236 0.3 0.1 0.3
H 2.98700 -16.84151 -2.72886 -2.5 -5.7 3.8
H 1.65141 -15.99620 -2.18388 0.4 -0.6 1.4
H 0.84824 -17.90775 -0.82360 -0.7 -0.3 -0.3
H 2.05135 -18.95247 -1.53063 0.3 0.1 0.2
H 2.25700 -19.50794 -3.80591 0.2 0.2 -0.1
H 1.91974 -17.82355 -4.42081 -0.1 -0.8 -0.4
H 0.87256 -19.26398 -4.87780 0.1 0.3 -0.1
H -0.09529 -16.64724 -3.86164 -0.9 -2.1 0.2
H -1.10928 -17.27287 -2.43504 2.4 -2.1 -0.6
H -1.18980 -18.27235 -5.16437 -0.6 -0.4 -0.4
H -2.56274 -17.85077 -4.10396 0.9 -0.7 0.4
H -1.66759 -20.46304 -4.28911 1.0 -0.2 0.1
H -2.40927 -19.81770 -2.93029 0.0 0.0 0.2
H 0.32575 -20.54869 -2.54299 -0.4 -0.3 0.1
H -0.62749 -19.42148 -1.53741 -0.3 -0.4 -0.1
C 2.86053 -16.83366 6.41385 -0.1 1.3 -0.3
C 2.39782 -17.30096 5.03598 0.5 -0.9 -0.7
C 2.12035 -16.16813 4.02631 -0.7 -0.9 0.4
N 1.36893 -16.58425 2.74694 1.7 1.5 -1.8
C 2.35636 -17.24176 1.70288 -2.3 -0.3 3.8
C 0.13264 -17.42621 2.89373 -0.4 0.8 -0.5
C -0.69148 -17.14373 1.58165 1.3 -0.3 1.6
C -0.35466 -15.67059 1.29363 -1.6 -4.7 5.3
C 0.90232 -15.23322 2.09254 -1.3 -1.3 0.5
H 3.23498 -17.59321 7.10011 -0.4 -0.2 -0.3
H 2.02844 -16.27676 6.84467 0.0 -0.2 0.5
H 3.64999 -16.08525 6.34504 0.2 -0.1 -0.2
H 1.50613 -17.91526 5.16104 -0.4 0.3 0.0
H 3.10235 -18.02498 4.62665 0.4 0.1 -0.2
H 2.97551 -15.63541 3.61038 0.2 0.0 0.5
H 1.43274 -15.47580 4.51207 0.2 0.2 0.0
H 1.74810 -17.56040 0.85637 -0.1 -0.2 0.7
H 2.70186 -18.10892 2.26570 0.7 0.0 -0.4
H 3.07343 -16.49831 1.35474 0.3 -0.5 2.4
H 0.42352 -18.45877 3.08689 -0.2 0.1 0.1
H -0.35012 -16.93356 3.73773 -0.4 -0.6 0.2
H -0.37642 -17.83230 0.79763 0.4 0.1 -0.2
H -1.75458 -17.37197 1.65821 0.0 0.3 0.5
H -0.23304 -15.49511 0.22475 -3.4 -6.9 7.8
H -1.16292 -15.02880 1.64426 -0.1 -1.3 1.4
H 1.66432 -14.69060 1.53308 0.5 -0.8 0.0
H 0.65184 -14.49935 2.85858 -0.2 -0.5 0.4
```
Forces are in eV/Å.

Properties
Max |F| ... 0.3849 hartree/bohr
Spin multiplicity ... 1
Energy above the lowest of the compared OMol25 structures with the same formula, charge and spin ... 1016.21 kcal/mol
HOMO ... -17.9203 eV
Net charge ... +4

***

Among the records above, which one has the lowest net charge? C35H81I3N5

***

What is the formula in the first record? C35H81I3N5

***

Which of these has the highest HOMO? C35H81I3N5